Formula: C3H6O
Source: OMol25
Level of theory: ωB97M-V with the def2-TZVPD basis set

Geometry (Å):
C -0.14 1.03 -0.10
C 1.05 0.04 0.12
O 0.16 -1.01 -0.16
C -1.02 -0.19 0.08
H -0.41 1.79 0.68
H -0.23 1.63 -1.06
H 1.86 0.12 -0.61
H 1.56 0.12 1.08
H -1.48 -0.36 1.21
H -1.86 -0.47 -0.63

LUMO energy: 1.2 eV
Highest occupied orbital energy: -9.66 eV
Energy above the lowest of the compared OMol25 structures with the same formula, charge and spin: 46.0 kcal per mole

Formula: C10H9NS2
Source: OMol25
Level of theory: ωB97M-V with the def2-TZVPD basis set

Geometry (Å):
C 2.32 -2.36 -0.32
C 1.19 -2.05 -1.05
C 2.59 -1.61 0.82
C 0.28 -1.01 -0.74
C 1.65 -0.67 1.31
C -2.23 1.94 0.43
C 0.50 -0.37 0.54
C -0.46 0.57 0.93
C -3.57 -0.44 -0.48
C -0.06 2.57 -0.29
N -0.91 1.61 0.40
S -4.36 -1.72 -0.92
S -3.47 0.71 0.70
H 2.89 -3.22 -0.67
H 1.06 -2.68 -1.91
H 3.42 -1.73 1.49
H -0.64 -0.94 -1.25
H 1.94 -0.08 2.23
H -2.41 3.05 0.32
H -0.17 3.51 0.11
H 0.98 2.39 -0.28
H -0.53 2.54 -1.35

LUMO energy (spin up / spin down): -1.9 / -2.3 eV
Highest occupied orbital energy (spin up / spin down): -6.48 / -6.12 eV
Energy above the lowest of the compared OMol25 structures with the same formula, charge and spin: 183.5 kcal per mole

Q: What is the energy above the lowest of the compared OMol25 structures with the same formula, charge and spin in the second record?
A: 183.5 kcal per mole